Computed, not measured: a cluster of 3 separate species, C3H11NO2 in total, with wB97M-V/def2-TZVPD.

LUMO = 0.44 eV
Energy above the lowest of the compared OMol25 structures with the same formula, charge and spin = 86.48 kJ/mol
Orbital gap = 8.60 eV

ORCA input file:
```
! wB97M-V def2-TZVPD RIJCOSX def2/J DEFGRID3
* xyz 0 1
C 0.10 -1.04 0.89
C -1.04 -1.55 0.02
C -1.92 -0.62 -0.34
N -2.97 -0.84 -1.25
H 1.10 -1.46 0.59
H 0.25 0.04 0.84
H -0.16 -1.25 1.95
H -1.03 -2.58 -0.28
H -1.99 0.35 0.06
H -3.75 -0.21 -1.27
H -3.38 -1.77 -1.18
O 3.72 0.95 -0.99
H 2.99 0.85 -1.63
H 3.26 1.41 -0.26
O 1.90 2.31 0.95
H 0.97 2.16 0.71
H 1.94 3.24 1.19
*
```

Okay, here come the Mulliken numbers, in e, for every atom:
1. C -0.485
2. C -0.275
3. C -0.088
4. N -0.531
5. H 0.324
6. H -0.217
7. H 0.249
8. H 0.324
9. H 0.260
10. H 0.239
11. H 0.220
12. O -0.651
13. H 0.296
14. H 0.379
15. O -0.644
16. H 0.295
17. H 0.304